[1]
Here is C2H3NO3S in the gas phase from OMol25. Energies are from ωB97M-V/def2-TZVPD.

Last column: Mulliken charge in e.
Cartesian coordinates (Å):
C 0.75873 0.74924 -0.84355  0.43
C 1.34408 0.64339 0.32417  -0.53
N -0.43188 -0.52429 1.44959  -0.59
O -0.44966 0.34640 -0.98283  -0.40
O -2.54941 -0.66762 -0.01277  -0.53
O -0.63282 -2.11061 -0.53155  -0.55
S -1.11137 -0.87868 -0.01027  1.20
H 1.42628 1.02672 -1.67706  0.34
H -0.63681 0.41390 1.61178  0.32
H 2.28286 1.00156 0.67248  0.31

Computed properties:
E_LUMO (spin up / spin down) ... -2.347 / -2.499 eV
Net charge ... 0
Frontier orbital gap (spin up / spin down) ... 8.387 / 8.246 eV
Energy relative to the best compared isomer or geometry (same formula, charge and spin) ... 126.88 kcal/mol

[2]
Here is C3H10N2 in the gas phase from OMol25. Energies are from ωB97M-V/def2-TZVPD.

Last column: Mulliken charge in e.
Cartesian coordinates (Å):
N -0.08319 1.04831 -1.95836  -0.54
C -1.03199 0.55019 -0.97724  -0.64
C -0.51976 0.34692 0.44880  -0.48
C 0.40020 -0.84827 0.54329  -0.45
N 1.01144 -0.98612 1.89473  -0.61
H 0.74288 0.47330 -2.02731  0.24
H 0.20455 1.99815 -1.79110  0.23
H -1.87887 1.23362 -0.97808  0.34
H -1.45695 -0.38810 -1.33937  0.32
H -1.37752 0.25763 1.14162  0.27
H -0.12687 1.24881 0.92601  0.28
H -0.14433 -1.74737 0.26146  0.35
H 1.22005 -0.73810 -0.15948  0.24
H 1.14993 -1.95541 2.12471  0.22
H 1.89043 -0.49355 1.89033  0.23

Computed properties:
E_LUMO ... 1.098 eV
Net charge ... 0
Frontier orbital gap ... 10.106 eV
Energy relative to the best compared isomer or geometry (same formula, charge and spin) ... 9.35 kcal/mol
SMILES string ... NCCCN

[3]
Here is C7H14N2Si in the gas phase from OMol25. Energies are from ωB97M-V/def2-TZVPD.

Last column: Mulliken charge in e.
Cartesian coordinates (Å):
C 1.37305 -0.48487 0.27610  -0.85
C 0.34924 -1.28977 -0.10277  0.78
C 1.20561 1.00005 0.51061  0.87
C 2.11407 1.53855 1.31375  -1.29
C 0.70434 -2.70566 -0.46110  -1.52
C -2.13542 -1.78501 -0.19519  -1.10
C 0.11522 3.01069 -0.10925  -1.14
N -1.01928 -0.91297 -0.19006  0.18
N 0.06449 1.54241 -0.09509  0.25
Si -1.34019 0.75131 -0.52482  -0.26
H 2.23571 -1.03989 0.39026  0.33
H 2.02788 2.57594 1.54418  0.33
H 2.85491 0.88938 1.62698  0.35
H 0.06427 -3.41577 -0.01191  0.41
H 1.65031 -2.92399 0.02111  0.37
H 0.53785 -2.76579 -1.47044  0.36
H -2.93717 -1.26346 0.31791  0.33
H -2.50219 -2.12008 -1.24875  0.25
H -1.83771 -2.65823 0.26554  0.47
H -0.71070 3.45761 -0.53586  0.38
H 0.01447 3.36639 0.96932  0.30
H 1.09408 3.15392 -0.45371  0.44
H -1.42254 0.81876 -1.97725  -0.09
H -2.50031 1.26050 0.14042  -0.14

Computed properties:
E_LUMO ... 0.872 eV
Net charge ... 0
Frontier orbital gap ... 8.241 eV
Energy relative to the best compared isomer or geometry (same formula, charge and spin) ... 62.86 kcal/mol
SMILES string ... C=C1C=C(C)N(C)[SiH2]N1C

[4]
Here is a molecular structure, C16H32O32S8 from OMol25. Energies are from ωB97M-V/def2-TZVPD.

Last column: Mulliken charge in e.
Cartesian coordinates (Å):
C -4.78867 -2.11826 -3.75749  -0.45
C -4.53330 -0.62979 -3.51081  -0.19
O -3.12629 -0.51266 -3.29604  -0.19
S -2.35331 -1.91265 -3.47449  1.29
O -2.25240 -2.55051 -2.20863  -0.61
O -1.19349 -1.67019 -4.24334  -0.59
O -3.53691 -2.60497 -4.27447  -0.37
H -5.51947 -2.28996 -4.54221  0.32
H -5.06558 -2.65587 -2.85265  0.27
H -5.03635 -0.35680 -2.58773  0.15
H -4.84439 0.00393 -4.33748  0.37
C -4.69544 1.14480 2.44812  -0.28
C -3.73914 0.06357 2.97029  0.44
O -4.03586 -1.10837 2.17240  -0.30
S -5.18060 -0.82898 1.12739  0.94
O -6.44529 -1.13912 1.67742  -0.58
O -4.82467 -1.35638 -0.14004  -0.37
O -4.92444 0.74147 1.09966  -0.19
H -4.20761 2.11649 2.43173  0.13
H -5.61749 1.23749 3.02152  0.34
H -3.89724 -0.19065 4.01440  0.35
H -2.70208 0.34261 2.81138  -0.43
C 5.39517 -2.39840 3.32846  -0.29
C 4.11719 -2.91575 2.68851  -0.03
O 4.23701 -4.33172 2.89731  -0.33
S 4.73909 -4.55831 4.40385  1.14
O 5.56038 -5.70593 4.43589  -0.54
O 3.64125 -4.47358 5.29886  -0.54
O 5.61362 -3.21636 4.48122  -0.33
H 5.28028 -1.35746 3.62612  0.29
H 6.26659 -2.51586 2.68554  0.32
H 4.06794 -2.69860 1.62594  0.09
H 3.20738 -2.58473 3.18959  0.21
C -1.88050 2.26196 -1.86642  -0.35
C -2.68891 1.80695 -0.65519  0.93
O -3.43545 2.98793 -0.26112  -0.21
S -3.11245 4.21998 -1.21512  1.11
O -2.97773 5.38941 -0.43853  -0.58
O -3.98825 4.21943 -2.33183  -0.63
O -1.69390 3.65964 -1.65397  -0.35
H -2.46732 2.12064 -2.77725  0.28
H -0.93121 1.75288 -2.00150  0.39
H -2.11714 1.58685 0.24763  -0.31
H -3.32170 0.95308 -0.88132  -0.32
C 2.87436 2.24341 0.59660  -0.12
C 4.06855 2.91825 -0.07281  -0.40
O 3.67139 4.27523 -0.29709  -0.35
S 2.25822 4.58708 0.38199  1.09
O 1.25278 4.49256 -0.61680  -0.46
O 2.29288 5.74367 1.19049  -0.57
O 2.23793 3.29575 1.31315  -0.26
H 3.14351 1.36639 1.17141  0.34
H 2.19250 1.92806 -0.19657  0.14
H 4.33489 2.43606 -1.01156  0.31
H 4.96084 2.92372 0.55616  0.30
C -0.22211 4.58184 3.49765  -0.07
C -1.18790 4.14247 2.37500  -0.02
O -1.41363 2.75141 2.65571  -0.01
S -1.66377 2.66238 4.23237  1.22
O -1.40390 1.35991 4.70769  -0.59
O -2.89187 3.31734 4.53070  -0.59
O -0.45841 3.63124 4.56710  -0.39
H -0.42542 5.57014 3.89726  0.27
H 0.81413 4.48120 3.19180  0.14
H -0.74647 4.14639 1.38058  -0.03
H -2.12663 4.69235 2.34213  0.21
C 0.53166 -2.44325 -0.67799  -0.08
C 1.76236 -1.49979 -0.71692  -0.06
O 1.53249 -0.47857 0.27513  -0.11
S 0.36040 -0.92672 1.28278  0.64
O -0.42390 0.19963 1.59931  -0.30
O 0.95414 -1.72364 2.29769  -0.60
O -0.39902 -1.78412 0.21173  -0.17
H 0.77340 -3.43273 -0.29151  0.28
H -0.04649 -2.51730 -1.59229  -0.01
H 1.73036 -1.01028 -1.68645  0.00
H 2.68911 -1.99559 -0.45243  0.23
C 4.16114 -4.13633 -5.15123  -0.39
C 2.80099 -4.36850 -4.49845  -0.37
O 2.68777 -3.32739 -3.52352  -0.20
S 3.42589 -1.99619 -4.06027  1.12
O 4.23084 -1.47789 -3.01838  -0.52
O 2.46702 -1.17185 -4.69611  -0.55
O 4.29377 -2.71938 -5.18334  -0.30
H 4.22599 -4.58120 -6.13793  0.31
H 4.93259 -4.55210 -4.49725  0.29
H 2.72259 -5.32268 -3.99103  0.32
H 2.03373 -4.20825 -5.26006  0.30

Computed properties:
E_LUMO ... -0.243 eV
Net charge ... 0
Frontier orbital gap ... 10.838 eV
Energy relative to the best compared isomer or geometry (same formula, charge and spin) ... 1.11 kcal/mol

[5]
Here is 2 unconnected molecules or ions with the total composition C4H11NS from OMol25. Energies are from ωB97M-V/def2-TZVPD.

Last column: Mulliken charge in e.
Cartesian coordinates (Å):
C -2.89191 0.60130 0.94923  -0.74
S -3.21118 -0.67119 -0.34317  -0.10
C -1.74111 -0.55367 -1.29846  -0.72
H -2.14110 1.36160 0.60251  0.25
H -2.43373 0.01155 1.73886  0.25
H -3.84194 1.12748 1.08019  0.32
H -1.43631 -1.18633 -2.13565  0.38
H -1.69565 0.42825 -1.78215  0.35
H -0.79354 -0.69122 -0.74480  0.01
C 2.15493 -0.06241 1.36570  -0.74
C 2.92360 0.02900 0.26034  -0.01
N 2.56826 0.35358 -1.06674  -0.50
H 1.20923 -0.65675 1.35855  0.22
H 2.68795 0.09754 2.27634  0.25
H 4.02929 0.06732 0.44084  0.26
H 1.56457 0.15985 -1.16095  0.27
H 3.04863 -0.41591 -1.54063  0.27

Computed properties:
E_LUMO ... 0.833 eV
Net charge ... 0
Frontier orbital gap ... 9.375 eV
Energy relative to the best compared isomer or geometry (same formula, charge and spin) ... 51.73 kcal/mol
SMILES string ... C=CN.CSC

[6]
Here is C3H3ClO in the gas phase from OMol25. Energies are from ωB97M-V/def2-TZVPD.

Last column: Mulliken charge in e.
Cartesian coordinates (Å):
C 1.36654 -0.50620 -0.49745  0.24
C 2.32071 -1.01570 -1.02869  0.41
C 0.17271 0.11018 0.00675  -1.10
O 3.45058 -1.50481 -1.64761  -0.35
Cl 3.58769 -1.21576 -3.29851  0.02
H -0.76159 -0.48498 -0.13186  0.27
H 0.20109 0.11753 1.16642  0.26
H 0.15103 1.03514 -0.58816  0.24

Computed properties:
E_LUMO ... -0.393 eV
Net charge ... 0
Frontier orbital gap ... 9.053 eV
Energy relative to the best compared isomer or geometry (same formula, charge and spin) ... 83.62 kcal/mol
SMILES string ... CC#COCl

[7]
Here is a molecular structure, C37H48NO5PS5SbTc from OMol25. Energies are from ωB97M-V/def2-TZVPD.

Last column: Mulliken charge in e.
Cartesian coordinates (Å):
Tc 0.32433 0.62392 -0.09157  0.18
O 3.67609 -1.51827 -1.16223  -0.38
C 2.71035 -0.87228 -0.62384  0.20
O 1.72190 -0.43076 -1.24541  -0.52
C 2.79542 -0.61345 0.83773  0.18
C 3.85508 -0.89608 1.68531  -0.61
C 3.75527 -0.49059 3.01526  -0.78
C 2.64077 0.22994 3.43996  -0.70
C 1.63014 0.47611 2.52335  -0.15
N 1.70033 0.03008 1.26168  0.41
C 0.43896 1.34635 2.68831  0.58
O 0.26817 1.89020 3.84172  -0.38
O -0.29817 1.54338 1.70551  -0.31
H 3.60245 -1.64281 -2.12901  0.45
H 4.73857 -1.39736 1.30973  0.67
H 4.55588 -0.70334 3.71260  0.54
H 2.56498 0.60650 4.45227  0.69
H -0.45649 2.54389 3.87145  0.48
S -3.53639 -3.33023 -0.37955  -0.05
Sb -1.66741 -4.83854 -0.09278  0.67
S -1.05745 -1.23420 0.14878  0.60
S 0.07023 -2.89930 0.16415  -0.27
S -2.59725 -3.94327 -2.14030  -0.14
C -4.81945 3.85294 -2.08244  -0.79
C -4.82589 2.33555 -2.31691  -0.86
C -3.54228 1.67143 -1.79438  -0.35
C -2.36983 2.62269 -2.05840  0.84
C -2.47972 3.81924 -1.09382  -0.67
C -3.96111 4.21046 -0.87671  -0.86
P -0.71169 1.78640 -1.96215  0.07
C 0.62911 3.07592 -2.07330  0.21
C 0.51717 4.14378 -3.17256  -0.90
C 1.44058 5.34323 -2.86771  -0.91
C 2.66958 4.94079 -2.05855  -0.80
C 2.28446 4.36430 -0.68371  -0.75
C 0.87593 3.75502 -0.71350  0.27
C -0.49165 0.84473 -3.56538  0.88
C -0.95446 1.55153 -4.85446  -1.18
C -2.24337 0.96460 -5.42313  -0.28
C -2.08081 -0.52080 -5.77588  -0.99
C -1.08911 -1.23159 -4.84359  -0.85
C -1.08441 -0.57085 -3.46455  0.00
H -5.83892 4.20716 -1.93243  0.50
H -4.46465 4.39271 -2.96540  0.30
H -4.96022 2.12727 -3.38007  0.24
H -5.68126 1.87834 -1.81618  0.50
H -3.41722 0.70108 -2.27631  -0.21
H -3.61054 1.48329 -0.71707  0.39
H -2.44527 2.97682 -3.09030  0.85
H -1.94641 4.67764 -1.50353  0.28
H -2.03616 3.56898 -0.12432  -0.06
H -4.02077 5.27726 -0.66747  0.48
H -4.35051 3.68301 -0.00222  0.34
H 1.52525 2.46768 -2.27908  0.43
H -0.50885 4.50227 -3.27014  0.14
H 0.80879 3.71387 -4.13098  0.43
H 0.88866 6.10901 -2.31599  0.34
H 1.74831 5.80412 -3.80459  0.49
H 3.32597 5.79916 -1.92766  0.47
H 3.24664 4.20462 -2.62689  0.32
H 2.30804 5.15704 0.06566  0.51
H 3.02284 3.61742 -0.37501  0.13
H 0.13703 4.53985 -0.55960  0.41
H 0.76067 3.03546 0.12489  -0.71
H 0.59993 0.73929 -3.60091  0.75
H -0.16757 1.41684 -5.60107  0.59
H -1.06105 2.62707 -4.71913  0.33
H -2.53251 1.53219 -6.30669  0.61
H -3.06147 1.08901 -4.70434  -0.31
H -1.73805 -0.61752 -6.80694  0.36
H -3.05303 -1.01439 -5.74517  0.38
H -0.07927 -1.18398 -5.26165  0.40
H -1.34540 -2.28740 -4.75555  0.33
H -0.50700 -1.16713 -2.74451  -0.07
H -2.11736 -0.53506 -3.10850  -0.11
O -1.70725 -1.22038 1.76420  -0.04
S -1.17431 -1.99351 3.09041  0.06
C -2.10553 -3.50329 3.09792  1.02
C -1.36477 -4.67340 3.26405  -0.53
C -2.03982 -5.87936 3.38752  -0.77
C -3.42873 -5.90538 3.32168  -0.49
C -4.15182 -4.72864 3.13403  -0.70
C -3.49553 -3.51382 3.03470  -0.61
C -1.99853 -1.00991 4.32604  0.78
C -3.11754 -0.23528 4.04668  -0.12
C -3.74624 0.40556 5.10419  -0.89
C -3.25933 0.26815 6.40018  -0.55
C -2.12292 -0.49260 6.65175  -0.84
C -1.47428 -1.13444 5.60836  -0.48
H -0.28409 -4.63637 3.34626  0.42
H -1.48674 -6.79125 3.56907  0.48
H -3.95655 -6.84297 3.43788  0.48
H -5.23283 -4.75144 3.10135  0.47
H -4.05639 -2.59440 2.92822  0.52
H -3.47656 -0.12116 3.03290  0.53
H -4.63076 0.99830 4.91307  0.49
H -3.77380 0.75082 7.22048  0.48
H -1.74711 -0.59790 7.66039  0.49
H -0.59462 -1.74066 5.79565  0.49

Computed properties:
E_LUMO (spin up / spin down) ... -13.765 / -13.758 eV
Net charge ... +4
Frontier orbital gap (spin up / spin down) ... 4.039 / 4.046 eV